Computed, not measured: the molecule C6H10O2S at a distorted geometry, with ωB97M-V/def2-TZVPD.

## Properties
**ΔE to the lowest compared entry with this formula, charge and spin**: 47.84 kcal per mole
**Spin multiplicity**: 1
**M**: 146.2 u
**Highest occupied orbital energy**: -9.576 eV

Geometry (Å):
C: 0.397 -0.870 0.735
C: 1.694 -1.018 0.800
C: -0.448 -0.654 -0.573
C: -1.715 0.190 -0.347
C: -1.364 1.531 0.244
C: -2.957 -0.163 -0.567
O: 2.499 1.102 -0.610
O: 4.066 -0.648 0.299
S: 2.678 -0.355 -0.644
H: -0.245 -1.216 1.582
H: 2.142 -1.156 1.759
H: 0.193 -0.102 -1.337
H: -0.615 -1.626 -0.935
H: -2.398 2.012 0.321
H: -0.654 2.203 -0.263
H: -0.982 1.354 1.257
H: 4.831 -0.059 -0.037
H: -3.825 0.570 -0.672
H: -3.296 -1.095 -1.012